1.
{"formula": "C32H52BN8O5RbSb", "method": "the ωB97M-V functional and the def2-TZVPD basis", "symbols": ["Rb", "O", "C", "O", "C", "O", "C", "C", "O", "O", "H", "H", "H", "H", "H", "C", "C", "C", "C", "N", "N", "B", "N", "C", "C", "C", "C", "N", "N", "C", "C", "C", "C", "N", "N", "C", "C", "C", "C", "N", "H", "H", "H", "H", "H", "H", "H", "H", "H", "H", "H", "H", "H", "H", "H", "H", "H", "H", "H", "H", "C", "C", "C", "C", "Sb", "C", "C", "C", "C", "C", "C", "C", "C", "H", "H", "H", "H", "H", "H", "H", "H", "H", "H", "H", "H", "H", "H", "H", "H", "H", "H", "H", "H", "H", "H", "H", "H", "H", "H", "H"], "positions_angstrom": [[-19.0881, -7.9246, 9.3717], [-15.8742, -4.1779, 9.1953], [-15.7819, -5.5399, 9.0838], [-16.7304, -6.2558, 9.2986], [-14.3683, -5.8854, 8.7763], [-14.1564, -7.1981, 8.4354], [-14.5674, -8.2729, 9.2832], [-15.7307, -9.0401, 8.7339], [-16.5042, -9.6193, 9.4544], [-15.9854, -8.9805, 7.4312], [-16.7981, -3.9263, 9.4978], [-13.7666, -5.5030, 9.6439], [-13.9647, -5.2442, 7.9540], [-14.9151, -7.9104, 10.2257], [-13.6832, -8.9210, 9.4184], [-23.2474, -8.8453, 8.5898], [-22.5083, -7.9139, 9.4196], [-22.3924, -7.8294, 10.8250], [-21.8686, -6.5795, 11.0443], [-21.6650, -5.9958, 9.8633], [-22.0399, -6.8133, 8.8377], [-21.1189, -4.5403, 9.6119], [-20.0785, -4.2339, 10.7812], [-19.6080, -3.0096, 11.2478], [-18.5606, -3.1702, 12.0514], [-18.3813, -4.6448, 12.0278], [-17.3941, -5.4684, 12.7365], [-19.2788, -5.2201, 11.2267], [-20.4275, -4.4454, 8.2626], [-20.5584, -3.4208, 7.4232], [-19.6395, -3.6528, 6.4220], [-19.0206, -4.8666, 6.6805], [-17.9154, -5.5335, 5.8964], [-19.4304, -5.3039, 7.8631], [-22.3736, -3.6367, 9.6513], [-23.6472, -4.0709, 9.8106], [-24.4839, -2.9526, 9.8386], [-23.6102, -1.8676, 9.6503], [-24.0266, -0.4074, 9.5557], [-22.3629, -2.2789, 9.6308], [-23.3741, -9.7776, 9.0779], [-22.7409, -9.1358, 7.6696], [-24.1602, -8.3641, 8.3340], [-22.6440, -8.6815, 11.4170], [-21.5535, -6.0651, 11.9255], [-20.1947, -2.1800, 10.8676], [-17.8240, -2.4688, 12.5200], [-16.3906, -5.2810, 12.3723], [-17.6285, -6.5895, 12.6430], [-17.3044, -5.2038, 13.8149], [-21.2274, -2.6141, 7.6109], [-19.5157, -3.0147, 5.5520], [-18.3578, -6.0793, 5.1007], [-17.4606, -6.2987, 6.4758], [-17.1719, -4.8377, 5.6414], [-23.7867, -5.1038, 10.0273], [-25.5126, -2.9931, 10.0705], [-24.6056, -0.1947, 10.3604], [-24.6469, -0.2638, 8.6727], [-23.1309, 0.1980, 9.5712], [-14.8118, -12.0674, 7.2204], [-15.2034, -11.5823, 5.8669], [-14.4097, -12.2843, 4.7537], [-16.6778, -11.6941, 5.6260], [-14.5038, -9.4013, 5.9336], [-10.4866, -10.1553, 4.1966], [-10.4200, -8.7229, 4.0023], [-10.5487, -10.7684, 5.5416], [-10.0932, -10.9026, 2.9895], [-15.6412, -8.4780, 4.2832], [-15.1090, -6.9669, 4.1398], [-15.2537, -9.3040, 3.0909], [-17.1790, -8.4841, 4.3939], [-15.1737, -13.1017, 7.3968], [-15.3256, -11.4732, 8.0348], [-13.7130, -11.9506, 7.3082], [-14.6542, -13.3518, 4.7298], [-13.3063, -12.2344, 4.7931], [-14.6403, -11.9056, 3.7088], [-16.9665, -12.7532, 5.6623], [-16.8866, -11.3451, 4.5415], [-17.2710, -11.1121, 6.3525], [-10.6033, -8.1295, 4.8937], [-11.2430, -8.4966, 3.3357], [-9.4728, -8.3635, 3.3770], [-11.3465, -10.3936, 6.1585], [-9.6124, -10.6269, 5.9858], [-10.5955, -11.8788, 5.3675], [-9.2286, -11.5615, 3.0295], [-9.7003, -10.0666, 2.3048], [-10.8781, -11.4409, 2.4240], [-14.0611, -6.8454, 4.2298], [-15.6675, -6.3233, 4.8069], [-15.4016, -6.7060, 3.0944], [-14.1745, -9.4042, 2.9228], [-15.6970, -8.8758, 2.1971], [-15.5416, -10.3687, 3.0925], [-17.5675, -8.0763, 5.3440], [-17.5876, -9.4844, 4.0992], [-17.6366, -7.8276, 3.6576]], "forces_ev_per_angstrom": [[-0.051, 0.439, 0.055], [-1.056, -0.501, 0.281], [-1.560, 1.926, 0.598], [0.986, -0.301, -0.332], [1.010, 0.991, 0.219], [0.397, -1.216, -0.614], [0.956, 0.635, -0.312], [-0.970, 0.175, -1.608], [-0.178, -0.270, 0.950], [1.217, -0.232, -0.629], [1.156, -0.583, -0.433], [-0.380, -0.624, -0.227], [-0.655, -0.577, 0.371], [0.027, 0.214, 0.839], [-0.430, 0.095, 0.038], [0.660, -1.021, -0.882], [0.866, 1.617, 0.228], [-0.212, -0.651, -1.008], [0.259, -0.198, 0.478], [0.862, 0.310, -0.961], [-0.042, 0.486, 0.520], [-0.090, -0.535, 0.916], [0.224, 0.948, -0.105], [-3.041, -0.223, -2.262], [2.733, -2.266, 1.131], [-0.949, 1.332, -0.735], [0.457, -1.453, 1.097], [0.662, 0.428, 0.994], [0.514, -0.649, 0.523], [1.037, -0.622, -0.746], [-0.621, 1.410, -1.677], [0.744, 0.448, 0.892], [-1.793, -0.130, 1.436], [-1.029, -0.432, 0.372], [-0.329, 0.352, 0.669], [0.024, 1.165, 0.303], [1.356, -1.516, -0.206], [-0.844, 0.383, 0.527], [1.923, -1.879, -1.906], [1.037, 0.257, -1.024], [-0.692, -0.857, 0.720], [0.160, 0.459, -0.183], [-1.040, -0.058, -0.287], [-0.117, 0.151, 0.870], [-0.070, 0.015, 0.410], [0.391, 0.273, 0.346], [-1.293, -0.628, -0.466], [0.338, -0.160, -0.360], [0.345, 1.702, 0.126], [-0.406, -0.280, -0.573], [-0.296, 0.270, 0.035], [0.093, -0.195, 0.133], [-0.138, 0.026, -1.297], [0.517, -0.592, 0.959], [0.862, 0.922, -0.837], [-0.555, -0.399, -0.197], [-0.896, 0.230, -0.099], [-1.744, 0.858, 2.556], [0.273, 0.199, -0.195], [0.031, 0.357, -0.255], [-0.161, 0.232, 1.476], [0.785, 1.397, -0.930], [0.127, 0.152, -1.395], [-0.637, 0.535, -1.847], [-1.476, -0.367, 0.483], [0.232, -0.791, 0.166], [0.901, 1.682, -1.054], [-0.584, -1.902, -1.815], [0.703, 1.258, -2.154], [0.097, 1.026, 0.894], [-2.201, -1.808, -1.322], [0.708, -0.903, -0.853], [-0.192, -0.437, 0.035], [0.587, 0.241, -0.191], [0.627, -0.511, -0.803], [-0.493, -0.508, 0.414], [-0.076, -0.041, 0.122], [-0.366, 0.182, 0.517], [0.008, -0.410, 1.307], [-0.097, 0.082, 0.127], [-0.013, -0.540, 1.848], [0.190, -0.240, -0.401], [0.364, 0.124, 0.159], [-0.358, 0.554, -0.501], [-1.610, -0.576, 1.587], [-0.300, 0.041, 0.397], [1.540, 0.416, 1.305], [-0.407, 0.869, 0.593], [0.042, -0.404, 0.622], [-0.702, -1.463, 0.337], [0.098, 0.181, 0.391], [1.085, 0.016, 0.255], [0.156, 0.128, 0.230], [0.258, 0.183, 0.639], [0.141, 0.524, -0.007], [0.021, 0.173, -0.335], [-0.510, 0.587, 0.374], [0.277, -0.850, -0.249], [0.273, 0.777, 0.861], [0.317, 0.366, -0.456]], "fmax_ev_per_a": 3.80, "multiplicity": 2, "homo_energy_ev": [-7.280, -8.015], "s_squared": 0.75, "total_charge": 0, "lumo_energy_ev": [-0.033, -0.115], "orbital_gap_ev": [7.248, 7.900]}

***

2.
{"formula": "C32H53BrCuN6O3P2Sb2", "method": "the ωB97M-V functional and the def2-TZVPD basis", "symbols": ["Cu", "Br", "C", "C", "C", "C", "C", "C", "N", "C", "C", "C", "C", "C", "C", "N", "H", "H", "H", "H", "H", "H", "H", "H", "H", "C", "N", "C", "P", "O", "O", "P", "O", "N", "C", "C", "N", "C", "C", "N", "C", "C", "H", "H", "H", "H", "H", "H", "H", "H", "H", "H", "H", "H", "H", "H", "H", "H", "H", "H", "H", "H", "H", "H", "H", "H", "C", "Sb", "C", "C", "C", "C", "C", "C", "C", "C", "C", "Sb", "C", "C", "H", "H", "H", "H", "H", "H", "H", "H", "H", "H", "H", "H", "H", "H", "H", "H", "H", "H", "H", "H"], "positions_angstrom": [[0.3262, -0.0404, 1.0388], [7.1914, -2.7598, 1.8810], [5.6076, -1.7650, 1.9776], [4.6333, -1.9280, 1.0056], [3.4608, -1.1944, 1.0918], [3.2667, -0.2887, 2.1222], [4.2404, -0.1489, 3.1076], [5.4102, -0.8838, 3.0347], [2.0299, 0.4409, 2.1332], [1.8945, 1.4923, 2.8346], [0.5940, 2.1910, 2.8731], [0.3178, 3.0906, 3.8854], [-0.9496, 3.6553, 3.9412], [-1.8743, 3.2988, 2.9783], [-1.4976, 2.4022, 1.9863], [-0.2868, 1.8615, 1.9163], [4.7899, -2.6234, 0.1921], [2.6813, -1.3316, 0.3518], [4.0955, 0.5078, 3.9547], [6.1661, -0.7786, 3.7999], [2.7056, 1.9077, 3.4285], [1.0708, 3.3267, 4.6255], [-1.2068, 4.3529, 4.7266], [-2.8744, 3.7097, 2.9820], [-2.1950, 2.1105, 1.2115], [-4.7315, -2.0327, 1.0505], [-3.6511, -1.3969, 1.7979], [-4.0512, -0.1996, 2.5380], [-2.1494, -1.9782, 1.9916], [-1.1268, -0.9202, 2.2497], [-1.9154, -2.7306, 0.5682], [-0.7395, -2.6153, -0.5146], [-0.1660, -1.2208, -0.5132], [0.3981, -3.7337, -0.1610], [0.2305, -5.1368, -0.5643], [1.0630, -3.6312, 1.1409], [-1.4210, -3.0723, -1.9088], [-0.5892, -2.9555, -3.1131], [-2.8556, -3.0375, -2.1868], [-2.0665, -3.1317, 3.1255], [-0.9751, -3.2317, 4.0946], [-3.0728, -4.1861, 3.2255], [-5.5729, -2.2413, 1.7144], [-4.4045, -2.9707, 0.6116], [-5.0788, -1.3758, 0.2500], [-4.8626, -0.4311, 3.2306], [-4.4001, 0.5643, 1.8393], [-3.2125, 0.1991, 3.1038], [-0.2214, -5.2061, -1.5477], [-0.3885, -5.6842, 0.1531], [1.2136, -5.6047, -0.5992], [1.0545, -2.6085, 1.5159], [2.1019, -3.9496, 1.0586], [0.5599, -4.2699, 1.8728], [0.4646, -2.8769, -2.8492], [-0.8731, -2.0751, -3.6929], [-0.7203, -3.8420, -3.7348], [-3.4284, -3.1653, -1.2758], [-3.1026, -3.8564, -2.8622], [-3.1420, -2.0956, -2.6620], [-0.2544, -2.4351, 3.9361], [-0.4710, -4.1965, 4.0048], [-1.3756, -3.1469, 5.1057], [-3.9769, -3.9206, 2.6831], [-3.3439, -4.3299, 4.2716], [-2.6935, -5.1314, 2.8308], [0.9645, 0.4448, -3.1832], [1.6360, 1.0431, -1.2709], [3.6702, 0.5061, -1.5525], [1.8552, 3.1819, -1.4084], [1.9450, 3.6120, -2.8471], [3.2314, 3.8671, -3.3341], [3.4518, 4.3005, -4.6279], [2.3644, 4.4909, -5.4666], [1.0899, 4.2308, -4.9970], [0.8446, 3.7743, -3.6990], [-0.6173, 3.4795, -3.3985], [-1.4608, 2.7541, -1.5519], [-3.3779, 2.4967, -2.4501], [-1.8677, 4.6961, -0.7576], [1.2898, 1.1998, -3.8980], [-0.1168, 0.3356, -3.2082], [1.4368, -0.5102, -3.4068], [4.0130, 1.0688, -2.4223], [3.7469, -0.5604, -1.7544], [4.2704, 0.7559, -0.6812], [2.7880, 3.3882, -0.8833], [1.0386, 3.6313, -0.8477], [4.0751, 3.7426, -2.6643], [4.4573, 4.5015, -4.9720], [2.5066, 4.8357, -6.4819], [0.2444, 4.3775, -5.6595], [-0.9621, 2.7399, -4.1279], [-1.2035, 4.3803, -3.5985], [-3.5765, 3.3430, -3.1076], [-4.1492, 2.4596, -1.6812], [-3.4133, 1.5748, -3.0289], [-2.4391, 5.2505, -1.5013], [-0.9393, 5.2289, -0.5523], [-2.4463, 4.6340, 0.1629]], "forces_ev_per_angstrom": [[-0.009, 0.365, -1.081], [0.113, -0.065, -0.009], [-0.062, 0.046, 0.017], [-0.065, 0.034, 0.018], [0.010, -0.163, 0.018], [-0.306, 0.157, 0.057], [0.077, -0.004, 0.020], [-0.044, 0.037, -0.023], [0.263, -0.272, 0.268], [-0.149, 0.136, -0.018], [0.239, -0.083, -0.102], [-0.048, 0.086, 0.024], [0.042, 0.021, 0.046], [-0.001, 0.009, -0.054], [-0.002, -0.007, -0.077], [-0.003, -0.083, 0.415], [0.003, -0.005, 0.007], [0.018, 0.006, -0.011], [0.010, -0.013, 0.006], [0.000, -0.013, 0.003], [-0.010, 0.004, 0.011], [0.003, 0.012, -0.013], [0.001, 0.003, -0.006], [0.000, -0.009, 0.000], [-0.019, -0.048, 0.030], [0.014, 0.025, -0.019], [-0.103, 0.174, -0.124], [-0.053, -0.096, 0.092], [0.153, 0.081, 0.022], [0.208, -0.129, -0.155], [-0.150, -0.006, -0.056], [0.179, 0.128, -0.062], [-0.114, -0.378, 0.413], [0.039, -0.159, 0.054], [0.001, 0.021, 0.010], [0.049, 0.043, -0.028], [-0.125, 0.144, -0.164], [0.011, -0.109, -0.001], [0.003, -0.034, -0.003], [-0.003, 0.038, 0.256], [0.012, -0.052, -0.056], [0.024, -0.008, 0.009], [-0.006, -0.006, -0.002], [0.011, -0.005, 0.006], [0.003, 0.011, 0.002], [-0.001, 0.000, 0.007], [-0.008, -0.002, -0.008], [0.017, -0.009, -0.011], [-0.001, 0.005, -0.003], [-0.003, -0.004, -0.009], [0.007, 0.008, 0.010], [-0.016, 0.020, -0.021], [-0.001, -0.018, -0.013], [0.007, 0.002, 0.007], [-0.006, -0.013, 0.024], [0.008, 0.014, 0.008], [-0.019, 0.002, -0.002], [0.015, -0.008, 0.016], [0.009, 0.003, -0.012], [-0.003, 0.008, 0.004], [-0.010, 0.013, -0.012], [0.002, -0.002, 0.004], [-0.001, -0.005, 0.007], [0.005, 0.014, -0.018], [-0.002, 0.005, 0.003], [0.003, -0.006, 0.008], [-0.127, -0.091, 0.006], [-0.167, -0.015, 0.597], [0.074, 0.055, -0.090], [-0.178, -0.133, -0.158], [0.083, 0.124, 0.238], [0.037, 0.033, -0.053], [0.009, -0.035, 0.044], [-0.014, -0.008, -0.023], [-0.004, -0.043, -0.034], [-0.069, -0.015, 0.021], [0.109, 0.035, -0.047], [0.006, -0.049, -0.121], [-0.084, 0.029, -0.019], [0.004, 0.038, 0.060], [0.007, -0.041, -0.035], [0.005, 0.002, 0.011], [0.001, 0.009, -0.029], [0.055, -0.034, 0.002], [0.037, 0.013, -0.020], [0.020, 0.018, -0.022], [-0.019, 0.084, -0.007], [0.040, 0.092, -0.007], [0.001, 0.020, -0.006], [-0.001, -0.007, 0.001], [-0.004, 0.018, 0.009], [0.005, -0.007, 0.004], [-0.006, 0.027, -0.021], [0.007, 0.001, -0.028], [-0.034, -0.020, -0.009], [-0.005, -0.010, -0.016], [0.002, 0.005, 0.000], [0.009, 0.033, 0.023], [-0.005, -0.002, 0.004], [-0.009, 0.015, -0.006]], "fmax_ev_per_a": 1.14, "multiplicity": 2, "homo_energy_ev": [-12.670, -12.824], "s_squared": 0.76, "total_charge": 2, "lumo_energy_ev": [-5.696, -6.782], "orbital_gap_ev": [6.974, 6.042]}

***

For the records above, the corresponding E values read -2353.99259, -7182.77911 a.u..
For the records above, the corresponding molar mass values read 846.9, 1018.7 u.